[1]
Here is one molecule with the formula C7H7N in a non-equilibrium geometry from the OMol25 dataset. Energies are from the ωB97M-V functional and the def2-TZVPD basis.

Values from the calculation:
**Net charge**: 0
**HOMO level**: -0.32919 Ha
**Structure (SMILES)**: [H]/N=C(/C1=CC1)C1C=C1
**E_tot**: -8855.0018 eV
**LUMO**: 0.914 eV
**Relative energy (zero: lowest compared OMol25 entry of this formula, charge and spin)**: 638.98 kJ/mol

XYZ file:
```
15
Properties=species:S:1:pos:R:3:mulliken_charge:R:1
H 1.249 -2.332 -0.627 0.25
N 0.387 -1.957 -0.428 -0.60
C 0.288 -0.739 -0.346 0.48
C -1.360 -0.118 -0.079 0.15
C -1.932 1.008 0.210 -0.39
C -2.812 -0.246 0.242 -0.56
C 1.179 0.429 -0.407 -0.43
C 2.801 0.274 -0.271 -0.59
C 2.093 0.645 0.765 -0.24
H -1.671 1.996 0.521 0.37
H -3.182 -0.799 1.173 0.21
H -3.298 -0.513 -0.721 0.17
H 0.713 1.339 -1.028 0.33
H 3.619 -0.115 -0.699 0.46
H 1.927 1.128 1.696 0.39
```



[2]
Here is a 2-piece molecular cluster, C7H7N overall in a non-equilibrium geometry from the OMol25 dataset. Energies are from the ωB97M-V functional and the def2-TZVPD basis.

Values from the calculation:
**Net charge**: 0
**HOMO level**: -0.31736 Ha
**Structure (SMILES)**: c1ccncc1.C#C
**E_tot**: -8856.9699 eV
**LUMO**: 0.901 eV
**Relative energy (zero: lowest compared OMol25 entry of this formula, charge and spin)**: 449.09 kJ/mol

XYZ file:
```
15
Properties=species:S:1:pos:R:3:mulliken_charge:R:1
C 0.531 1.104 0.167 -0.11
C -0.227 -0.008 -0.212 -0.04
C 0.320 -1.286 -0.131 -0.19
N 1.683 -1.472 -0.092 -0.59
C 2.344 -0.384 -0.040 -0.14
C 1.879 0.995 0.011 -0.54
H 0.179 2.095 0.583 0.32
H -1.309 0.222 -0.569 0.20
H -0.390 -2.135 -0.125 0.31
H 3.361 -0.441 -0.081 0.42
H 2.378 1.854 0.223 0.42
C -2.813 0.265 -0.378 -0.59
C -2.720 -0.632 0.417 -0.30
H -2.892 1.097 -0.995 0.47
H -2.325 -1.273 1.221 0.37
```



[3]
Here is one molecule with the formula C7H7N in a non-equilibrium geometry from the OMol25 dataset. Energies are from the ωB97M-V functional and the def2-TZVPD basis.

Values from the calculation:
**Net charge**: 0
**HOMO level**: -0.32083 Ha
**Structure (SMILES)**: [H]/N=C1/C=C[C@]1(C)C#C
**E_tot**: -8858.3804 eV
**LUMO**: 0.551 eV
**Relative energy (zero: lowest compared OMol25 entry of this formula, charge and spin)**: 313.00 kJ/mol

XYZ file:
```
15
Properties=species:S:1:pos:R:3:mulliken_charge:R:1
H -1.386 2.098 -1.006 0.26
N -0.789 2.335 -0.217 -0.70
C -0.230 1.397 0.368 0.19
C 0.548 1.155 1.542 -0.42
C 0.937 -0.102 1.211 -0.82
C 0.112 -0.316 -0.008 1.13
C -1.205 -1.075 0.132 -1.27
C 0.826 -0.639 -1.207 -0.92
C 1.418 -0.918 -2.214 0.15
H 0.707 1.775 2.409 0.48
H 1.726 -0.727 1.603 0.39
H -1.697 -0.808 1.066 0.34
H -1.877 -0.833 -0.694 0.33
H -1.022 -2.153 0.113 0.39
H 1.931 -1.189 -3.096 0.47
```



[4]
Here is an isolated ion of composition C7H7N2S and charge +1 in a non-equilibrium geometry from the OMol25 dataset. Energies are from the ωB97M-V functional and the def2-TZVPD basis.

Values from the calculation:
**Net charge**: +1
**HOMO level**: -0.47818 Ha
**Structure (SMILES)**: S=C1C=[N+]=C/C=C\C=C\N1
**E_tot**: -21176.7705 eV
**LUMO**: -5.898 eV
**Relative energy (zero: lowest compared OMol25 entry of this formula, charge and spin)**: 377.96 kJ/mol

XYZ file:
```
17
Properties=species:S:1:pos:R:3:mulliken_charge:R:1
S 0.325 -3.705 0.995 -0.22
C 0.210 -2.295 0.311 0.22
C 1.276 -1.290 0.702 -0.09
N 1.069 -0.049 0.897 -0.07
C 0.871 1.218 1.096 0.08
C 0.215 2.156 0.196 -0.52
C -0.801 1.998 -0.694 -0.26
C -1.321 0.602 -0.940 -0.45
C -0.466 -0.524 -0.987 -0.44
N -0.739 -1.760 -0.470 -0.04
H 2.325 -1.452 0.527 0.40
H 1.273 1.604 2.014 0.44
H 0.556 3.174 0.435 0.32
H -1.510 2.750 -1.043 0.39
H -2.327 0.437 -0.843 0.44
H 0.561 -0.523 -1.449 0.56
H -1.516 -2.340 -0.747 0.24
```



[5]
Here is a 2-piece molecular cluster, C7H7N3O2 overall in a non-equilibrium geometry from the OMol25 dataset. Energies are from the ωB97M-V functional and the def2-TZVPD basis.

Values from the calculation:
**Net charge**: 0
**HOMO level (spin up / spin down)**: -0.33612 / -0.33613 Ha
**E_tot**: -15930.3881 eV
**LUMO (spin up / spin down)**: -0.789 / -0.788 eV
**Relative energy (zero: lowest compared OMol25 entry of this formula, charge and spin)**: 785.39 kJ/mol

XYZ file:
```
19
Properties=species:S:1:pos:R:3:mulliken_charge:R:1
C 2.643 0.102 -1.217 -0.42
C 1.544 -0.066 -2.107 -0.39
C 2.430 0.411 0.101 -0.47
C 0.237 0.109 -1.666 -0.53
C 1.081 0.524 0.632 -0.26
C 0.005 0.280 -0.322 0.73
C -2.543 -1.762 1.354 -0.09
N -2.100 -1.433 0.213 -0.27
N -1.351 0.361 0.159 -0.35
N -1.766 1.220 1.065 1.12
O -1.220 2.318 1.114 -0.61
O -2.688 0.872 1.778 -0.70
H 3.610 0.309 -1.755 0.29
H 1.785 -0.471 -3.078 0.36
H 3.268 0.734 0.746 0.32
H -0.554 0.028 -2.397 0.37
H 0.865 0.684 1.722 0.34
H -2.764 -2.886 1.308 0.27
H -2.482 -1.332 2.350 0.29
```



[6]
Here is an isolated ion of composition C7H7N4 and charge +1 in a non-equilibrium geometry from the OMol25 dataset. Energies are from the ωB97M-V functional and the def2-TZVPD basis.

Values from the calculation:
**Net charge**: +1
**HOMO level**: -0.51846 Ha
**Structure (SMILES)**: C1=Nc2ncncc2[N+]12CC2
**E_tot**: -13322.2090 eV
**LUMO**: -4.659 eV
**Relative energy (zero: lowest compared OMol25 entry of this formula, charge and spin)**: 408.64 kJ/mol

XYZ file:
```
18
Properties=species:S:1:pos:R:3:mulliken_charge:R:1
C 1.310 -0.477 1.449 -0.08
N 2.163 -1.208 0.889 -0.34
C 1.876 -1.158 -0.508 0.41
N 2.686 -1.740 -1.402 -0.44
C 2.229 -1.677 -2.638 -0.03
N 1.055 -1.176 -3.005 -0.48
C 0.294 -0.532 -2.144 -0.38
C 0.731 -0.444 -0.856 0.38
N 0.149 0.028 0.609 0.33
C -1.321 0.047 0.947 -0.22
C -0.498 1.272 0.988 -0.44
H 1.506 -0.349 2.482 0.48
H 2.739 -2.215 -3.521 0.32
H -0.617 -0.028 -2.369 0.44
H -1.534 -0.628 1.817 0.28
H -1.863 -0.366 0.114 0.25
H -0.513 2.081 0.133 0.22
H -0.164 1.753 1.841 0.29
```



[7]
Here is C7H7NO as an isolated structure in a non-equilibrium geometry from the OMol25 dataset. Energies are from the ωB97M-V functional and the def2-TZVPD basis.

Values from the calculation:
**Net charge**: 0
**HOMO level**: -0.34589 Ha
**E_tot**: -10907.4815 eV
**LUMO**: 0.753 eV
**Relative energy (zero: lowest compared OMol25 entry of this formula, charge and spin)**: 179.17 kJ/mol

XYZ file:
```
16
Properties=species:S:1:pos:R:3:mulliken_charge:R:1
C 0.420 2.264 0.001 -0.96
C -0.145 1.074 0.005 0.36
C -1.447 -0.635 -0.008 -0.08
C -0.321 -0.979 -1.059 -0.52
C 0.500 -0.302 0.006 0.87
C -0.358 -0.970 1.088 -0.53
C 1.957 -0.244 0.006 -0.48
H 1.496 2.409 -0.049 0.31
H -0.262 3.134 0.114 0.26
H -2.449 -1.122 -0.128 0.43
H -0.341 -0.470 -1.970 0.36
H -0.036 -2.047 -1.186 0.30
H -0.360 -0.481 2.072 0.32
H -0.247 -2.058 1.182 0.31
N 3.117 -0.323 -0.021 -0.51
O -1.525 0.750 -0.054 -0.45
```



[8]
Here is one molecule with the formula C7H7NO2S in a non-equilibrium geometry from the OMol25 dataset. Energies are from the ωB97M-V functional and the def2-TZVPD basis.

Values from the calculation:
**Net charge**: 0
**HOMO level**: -0.35683 Ha
**Structure (SMILES)**: N#S(=O)OCc1ccccc1
**E_tot**: -23788.5019 eV
**LUMO**: -1.056 eV
**Relative energy (zero: lowest compared OMol25 entry of this formula, charge and spin)**: 258.84 kJ/mol

XYZ file:
```
18
Properties=species:S:1:pos:R:3:mulliken_charge:R:1
N 3.674 0.769 1.255 -0.39
S 3.517 -0.374 0.388 0.76
O 4.200 -1.658 0.536 -0.49
O 2.900 -0.285 -1.142 -0.24
C 2.079 0.819 -1.375 -0.93
C 0.821 0.600 -0.603 0.64
C 0.773 1.285 0.626 -0.04
C -0.271 1.053 1.552 -0.71
C -1.321 0.185 1.219 -0.47
C -1.307 -0.385 -0.035 -0.33
C -0.315 -0.137 -0.933 -0.67
H 1.855 0.937 -2.363 0.54
H 2.535 1.792 -0.967 0.40
H 1.750 1.669 0.988 0.35
H -0.037 1.409 2.513 0.40
H -2.094 -0.118 1.834 0.45
H -2.160 -1.059 -0.198 0.31
H -0.375 -0.664 -1.844 0.42
```